# C2H4FOP

A single C2H4FOP molecule at a distorted geometry (ωB97M-V with the def2-TZVPD basis set, the Open Molecules 2025 dataset).

Properties
**Frontier orbital gap**: 9.8 eV
**Energy relative to the best compared isomer or geometry (same formula, charge and spin)**: 42.2 kJ/mol
**SMILES**: CC(=O)PF
**E_tot**: -595.03231 Ha
**LUMO level**: 0.0123 hartree

Geometry as ORCA input:
```
! wB97M-V def2-TZVPD RIJCOSX def2/J DEFGRID3
* xyz 0 1
H 1.028 1.329 1.544
O 0.669 -1.552 -0.866
H -1.387 0.862 -0.400
H -1.469 -0.122 0.798
P 1.362 0.922 -0.056
F 2.733 0.127 0.325
C -1.219 -0.208 -0.251
C 0.268 -0.539 -0.398
H -1.985 -0.819 -0.696
*
```